a | Computed, not measured: C5H12NO as an isolated structure, with wB97M-V/def2-TZVPD.

Cartesian coordinates (Å):
1 O 1.446 1.709 3.534
2 N 0.286 0.095 -2.483
3 C 0.341 0.337 0.571
4 C -0.400 -0.881 -0.058
5 C -0.499 -1.045 -2.588
6 C 0.099 -1.446 -1.344
7 C -0.575 1.096 1.542
8 H 1.292 -0.093 -2.496
9 H -1.029 1.949 1.014
10 H 0.142 1.490 2.288
11 H 0.578 0.937 -0.294
12 H 1.200 0.022 1.167
13 H -1.407 -0.469 -0.190
14 H 1.834 2.468 3.984
15 H -0.421 -1.731 -3.452
16 H 0.548 -2.436 -1.394
17 H -1.581 -0.841 -2.507
18 H -1.372 0.511 1.999
19 H -0.483 -1.670 0.705

Computed properties:
- orbital gap (eV) = 5.55
- charge = -1
- HOMO (eV) = -2.4073


b | Computed, not measured: a 2-piece molecular cluster, C5H12NO overall, with wB97M-V/def2-TZVPD.

Cartesian coordinates (Å):
1 O 0.210 -1.315 -1.221
2 N -2.815 0.865 -1.617
3 C -1.163 -1.110 -1.373
4 C 1.519 0.265 2.627
5 C 1.490 -0.201 1.186
6 C 2.542 -0.148 0.342
7 C -1.414 0.417 -1.368
8 H 1.006 1.251 2.674
9 H -2.935 1.839 -1.858
10 H -0.754 0.789 -2.169
11 H 2.400 -0.547 -0.667
12 H 0.570 -0.626 0.775
13 H 3.495 0.298 0.632
14 H -3.406 0.641 -0.783
15 H -1.003 0.869 -0.427
16 H 0.991 -0.518 3.199
17 H 2.572 0.372 2.951
18 H -1.534 -1.565 -2.339
19 H -1.772 -1.576 -0.564

Computed properties:
- orbital gap (eV) = 6.32
- charge = -1
- HOMO (eV) = -2.3539


Which structure is the least stable? The one labeled a.


a | Computed, not measured: an isolated ion of composition C5H12NO and charge -1, with wB97M-V/def2-TZVPD.

Cartesian coordinates (Å):
1 O 1.226 2.191 0.905
2 N 0.887 0.929 -1.401
3 C -1.312 -1.206 0.713
4 C -0.145 0.695 -0.422
5 C 0.818 -1.656 -0.446
6 C -0.041 1.877 0.633
7 C 0.062 -0.645 0.377
8 H -1.831 -1.559 -0.188
9 H -1.153 0.682 -0.820
10 H 0.979 -2.591 0.095
11 H 0.482 -0.254 1.302
12 H 1.680 1.308 -0.891
13 H 0.512 1.580 -2.072
14 H 0.363 -1.801 -1.418
15 H -1.915 -0.444 1.196
16 H 1.824 -1.396 -0.725
17 H -1.203 -2.027 1.430
18 H -0.592 1.606 1.573
19 H -0.642 2.711 0.158

Computed properties:
- orbital gap (eV) = 6.54
- charge = -1
- HOMO (eV) = -2.4468


b | Computed, not measured: an isolated ion of composition C5H12NO and charge -1, with wB97M-V/def2-TZVPD.

Cartesian coordinates (Å):
1 O -2.879 -0.984 0.045
2 N 0.090 -0.423 0.416
3 C 1.765 1.454 0.561
4 C 1.469 -0.074 0.342
5 C -2.354 0.071 -0.574
6 C -0.164 -1.775 0.074
7 C -0.872 0.571 -0.234
8 H -0.251 0.807 -1.143
9 H 1.208 2.025 -0.176
10 H -1.226 -2.027 -0.036
11 H 2.829 1.709 0.497
12 H -2.209 -0.141 -1.675
13 H 1.438 1.671 1.582
14 H -0.771 1.540 0.257
15 H 1.930 -0.154 -0.680
16 H 0.484 -2.091 -0.791
17 H 0.211 -2.497 0.843
18 H -2.840 1.026 -0.252
19 H 2.143 -0.707 0.945

Computed properties:
- orbital gap (eV) = 6.29
- charge = -1
- HOMO (eV) = -2.4481


Which structure is the least stable? The one labeled b.


a | Computed, not measured: the molecule C5H4O2, with wB97M-V/def2-TZVPD.

Cartesian coordinates (Å):
1 O -0.031 1.637 0.099
2 O 2.220 1.465 0.772
3 C 1.189 -0.638 0.087
4 C 1.364 0.756 0.378
5 C -1.157 0.991 -0.029
6 C -0.033 -1.101 -0.322
7 C -1.201 -0.315 -0.420
8 H -0.153 -2.169 -0.484
9 H -2.070 1.479 0.337
10 H 2.018 -1.332 0.248
11 H -2.147 -0.773 -0.666

Computed properties:
- orbital gap (eV) = 8.75
- charge = 0
- HOMO (eV) = -8.8432


b | Computed, not measured: a 2-piece molecular cluster, C5H4O2 overall, with wB97M-V/def2-TZVPD.

Cartesian coordinates (Å):
1 O -0.273 3.047 -0.338
2 O 2.125 1.471 0.851
3 C -1.505 -0.696 -0.158
4 C -0.266 -1.180 -0.272
5 C 1.464 0.558 0.521
6 C 0.993 -0.653 0.264
7 C -0.111 1.928 -0.317
8 H 1.789 -1.358 0.487
9 H -0.136 -2.117 -0.815
10 H -1.739 0.192 0.421
11 H -2.340 -1.193 -0.644

Computed properties:
- orbital gap (eV) = 8.98
- charge = 0
- HOMO (eV) = -8.5260


c | Computed, not measured: the molecule C5H4O2, with wB97M-V/def2-TZVPD.

Cartesian coordinates (Å):
1 O 1.383 0.521 -0.340
2 O 1.127 1.997 1.315
3 C 0.608 1.194 0.585
4 C 0.883 -0.515 -1.046
5 C -0.292 -1.116 -0.787
6 C -0.755 0.730 0.694
7 C -1.107 -0.493 0.253
8 H -1.447 -0.841 1.238
9 H -1.413 1.273 1.350
10 H 1.574 -0.798 -1.831
11 H -0.560 -1.953 -1.431

Computed properties:
- orbital gap (eV) = 9.08
- charge = 0
- HOMO (eV) = -9.2769


Which structure is the least stable? The one labeled b.


a | Computed, not measured: C3H6O2 as an isolated structure, with wB97M-V/def2-TZVPD.

Cartesian coordinates (Å):
1 O -0.527 0.926 1.082
2 O -2.084 -1.156 1.497
3 C -1.269 -0.039 0.376
4 C 1.004 0.419 -0.786
5 C 0.203 -0.065 0.371
6 H -3.058 -0.930 1.528
7 H 0.436 1.267 -1.253
8 H -2.119 0.177 -0.188
9 H 0.717 -0.823 1.060
10 H 1.400 -0.482 -1.370
11 H 1.894 0.845 -0.550

Computed properties:
- orbital gap (eV) = 11.32
- charge = 0
- HOMO (eV) = -10.3043


b | Computed, not measured: the molecule C3H6O2, with wB97M-V/def2-TZVPD.

Cartesian coordinates (Å):
1 O 0.496 -1.820 0.243
2 O 0.897 0.659 0.962
3 C -0.654 -1.060 0.558
4 C -0.196 0.440 0.472
5 C 0.110 1.305 -0.814
6 H -1.428 -1.301 -0.173
7 H -0.126 2.352 -0.630
8 H 1.177 1.239 -1.155
9 H -0.487 0.785 -1.527
10 H -1.044 -1.326 1.553
11 H 1.253 -1.274 0.512

Computed properties:
- orbital gap (eV) = 9.26
- charge = 0
- HOMO (eV) = -9.2513


c | Computed, not measured: the molecule C3H6O2, with wB97M-V/def2-TZVPD.

Cartesian coordinates (Å):
1 O 2.128 0.861 0.773
2 O -1.333 0.665 -0.710
3 C 0.503 -0.691 -0.070
4 C -0.917 -0.260 0.279
5 C 1.397 0.528 -0.130
6 H 1.317 1.138 -1.051
7 H 0.490 -1.194 -1.044
8 H 0.887 -1.378 0.691
9 H -1.584 -1.134 0.304
10 H -1.975 1.268 -0.321
11 H -0.913 0.196 1.279

Computed properties:
- orbital gap (eV) = 10.47
- charge = 0
- HOMO (eV) = -9.7168


d | Computed, not measured: the molecule C3H6O2, with wB97M-V/def2-TZVPD.

Cartesian coordinates (Å):
1 O 0.372 0.178 -1.310
2 O 1.078 -0.299 0.782
3 C -0.326 -0.632 0.783
4 C 1.092 0.742 -0.181
5 C -0.837 -0.291 -0.662
6 H -0.816 0.038 1.555
7 H -1.201 -1.202 -1.239
8 H -1.696 0.510 -0.544
9 H 2.107 0.987 -0.508
10 H 0.577 1.689 0.229
11 H -0.350 -1.721 1.096

Computed properties:
- orbital gap (eV) = 11.40
- charge = 0
- HOMO (eV) = -10.3561


Which structure is the least stable? The one labeled a.


a | Computed, not measured: the molecule C3H6O2, with wB97M-V/def2-TZVPD.

Cartesian coordinates (Å):
1 O 0.464 -0.083 0.822
2 O 0.468 -0.735 -1.364
3 C -0.554 -0.882 1.535
4 C 0.184 0.130 -0.498
5 C -0.306 1.428 -0.802
6 H -1.194 1.836 -0.175
7 H 0.432 2.194 -0.484
8 H -0.289 -0.967 2.729
9 H -0.274 1.642 -1.735
10 H -0.650 -2.018 0.941
11 H -1.423 -0.199 1.656

Computed properties:
- orbital gap (eV) = 11.16
- charge = 0
- HOMO (eV) = -10.3824


b | Computed, not measured: a 2-piece molecular cluster, C3H6O2 overall, with wB97M-V/def2-TZVPD.

Cartesian coordinates (Å):
1 O 1.771 0.574 -1.316
2 O -0.276 0.131 -1.919
3 C 0.851 -0.297 -1.303
4 C -0.196 0.305 1.103
5 C -0.849 -0.765 1.594
6 H -0.598 0.926 0.423
7 H 1.602 1.482 -1.696
8 H -0.174 -1.421 2.032
9 H -1.917 -0.930 1.549
10 H 0.804 0.510 1.325
11 H -1.018 -0.515 -1.793

Computed properties:
- orbital gap (eV) = 9.37
- charge = 0
- HOMO (eV) = -8.6604


c | Computed, not measured: the molecule C3H6O2, with wB97M-V/def2-TZVPD.

Cartesian coordinates (Å):
1 O 0.014 0.777 1.479
2 O 2.229 0.362 0.122
3 C -1.526 -0.065 -0.139
4 C -0.151 0.212 0.416
5 C 1.071 -0.236 -0.371
6 H 1.979 0.728 0.988
7 H -1.939 -0.971 0.319
8 H -2.182 0.768 0.123
9 H 0.935 0.008 -1.433
10 H -1.513 -0.202 -1.225
11 H 1.119 -1.339 -0.303

Computed properties:
- orbital gap (eV) = 11.11
- charge = 0
- HOMO (eV) = -10.2507


Which structure is the least stable? The one labeled b.


a | Computed, not measured: a 2-piece molecular cluster, C3H6O2 overall, with wB97M-V/def2-TZVPD.

Cartesian coordinates (Å):
1 O 1.995 2.105 -3.263
2 O 0.516 3.800 -3.419
3 C -1.519 -1.834 3.079
4 C 0.768 2.642 -3.411
5 C -0.510 -2.496 2.505
6 H -0.635 -3.550 2.301
7 H -2.370 -2.402 3.447
8 H 2.612 2.713 -3.720
9 H 0.047 1.822 -3.568
10 H 0.425 -1.962 2.589
11 H -1.329 -0.838 3.461

Computed properties:
- orbital gap (eV) = 10.94
- charge = 0
- HOMO (eV) = -10.1255


b | Computed, not measured: a 2-piece molecular cluster, C3H6O2 overall, with wB97M-V/def2-TZVPD.

Cartesian coordinates (Å):
1 O 1.762 -0.714 -0.551
2 O 0.300 2.004 -0.317
3 C -0.791 1.339 0.172
4 C 1.451 -1.536 0.314
5 C -1.344 0.154 -0.208
6 H -1.396 1.910 0.921
7 H -1.000 -0.540 -0.989
8 H 0.814 1.147 -0.631
9 H 1.810 -2.576 0.259
10 H -2.403 -0.002 -0.023
11 H 0.796 -1.185 1.053

Computed properties:
- orbital gap (eV) = 9.23
- charge = 0
- HOMO (eV) = -8.9602


Which structure is the least stable? The one labeled b.